26
Properties=species:S:1:pos:R:3:lowdin_charge:R:1 method="wB97M-V/def2-TZVPD" relative_energy_ev=0.000 orbital_gap_ev=7.64 total_charge=+1 lumo_ev=-4.92
H -4.6703 -1.5148 -1.5526 0.123
F -1.6269 -0.8735 2.3889 0.032
N -4.0165 -2.1878 -1.1841 0.104
N -1.2153 -0.1801 -0.5926 -0.199
H -4.2726 -3.1582 -1.1479 0.100
C -0.6302 0.8597 -1.0784 0.008
F -0.5988 -1.0923 4.5257 0.330
C 2.5213 2.8335 -0.9790 -0.043
C 1.2080 2.4596 -1.1634 -0.012
H 3.7279 -0.1116 0.2345 0.135
F 0.5041 -0.2613 2.5923 0.106
C 1.7156 0.2563 -0.3248 -0.281
F -0.0189 -2.4503 2.6587 0.031
C 0.7717 1.1747 -0.8213 -0.141
H -1.2118 1.4975 -1.7397 0.154
C 3.0283 0.6216 -0.1432 0.012
B -0.4315 -1.1447 3.2355 -1.078
Hf -0.3093 -1.4127 0.7943 1.605
C 3.4264 1.9098 -0.4605 -0.022
H 4.4609 2.1912 -0.3131 0.123
S -1.7082 -3.0927 -0.2669 0.644
N -2.5213 -0.5014 -0.9793 0.030
H 0.4869 3.1627 -1.5633 0.127
C -2.7923 -1.7743 -0.8333 -0.793
O 1.3273 -1.0415 -0.0471 -0.216
H 2.8452 3.8307 -1.2397 0.119

17
Properties=species:S:1:pos:R:3:nbo_charge:R:1 method="wB97M-V/def2-TZVPD" relative_energy_ev=2.299 orbital_gap_ev="8.64 / 8.65" lumo_ev="-0.28 / -0.28"
O 1.3890 1.7714 1.5416 -0.579
H 3.0550 1.9134 0.6397 0.180
C 1.1497 1.3437 -0.3325 0.147
H -1.2649 -2.0052 1.7465 0.213
C 0.1394 0.2175 -0.2226 -0.126
H -0.6769 0.9765 -2.0148 0.219
H 2.4967 0.1935 0.9020 0.160
Cl 0.7981 2.7963 -1.0123 0.144
C -1.7833 -1.6863 -0.3186 -0.189
C -1.6220 -0.8832 -1.4474 -0.218
C 2.2870 1.2303 0.7299 -0.067
H 0.5790 -0.4258 1.7518 0.238
H -2.3279 -1.1028 -2.1920 0.224
C -1.0133 -1.4748 0.8428 -0.202
C -0.1141 -0.4529 0.9312 -0.172
C -0.6937 0.1312 -1.3016 -0.181
H -2.3976 -2.5427 -0.2439 0.210

Number 1: energy -1419.1881 a.u.. Number 2: energy -844.3437 a.u..